16
Properties=species:S:1:pos:R:3 method="wB97M-V/def2-TZVPD" orbital_gap_ev="9.86 / 5.48" relative_energy_kcal_mol=18.3 homo_energy_ev="-9.41 / -9.39" charge=0 spin_multiplicity=2
C -0.133 -0.780 1.440
C -1.626 -0.815 1.058
S -2.490 -2.166 1.971
N 0.637 0.208 0.643
C 0.599 0.398 -0.746
O -0.249 -0.105 -1.451
O 1.536 1.209 -1.085
H -0.052 -0.385 2.450
H 0.268 -1.755 1.211
H -2.212 0.099 1.134
H -1.585 -1.042 -0.010
H -3.725 -2.045 1.517
H 1.152 0.850 1.230
H 3.360 2.271 -3.220
H 2.106 1.649 -2.817
O 2.414 2.408 -3.327